(i)
{
  "formula": "C9H11O3",
  "method": "ωB97M-V with the def2-TZVPD basis set",
  "homo_energy_ev": -3.76,
  "charge": -1,
  "molar_mass_g_mol": 167.18,
  "orbital_gap_ev": 6.5,
  "e_lumo_ev": 2.72,
  "elements": ["O", "O", "O", "C", "C", "C", "C", "C", "C", "C", "C", "C", "H", "H", "H", "H", "H", "H", "H", "H", "H", "H", "H"],
  "coordinates": [[2.494, -0.149, -3.534], [-3.777, -0.600, 2.604], [-2.469, -0.519, 0.780], [-3.117, -1.099, 1.652], [2.362, 1.571, -1.820], [1.121, -0.230, -0.270], [1.803, -0.756, -1.357], [2.322, 0.274, -2.213], [1.081, 1.073, 0.161], [0.229, 1.587, 1.336], [1.707, 2.022, -0.631], [-3.211, -2.630, 1.729], [0.902, 1.905, 2.108], [1.545, 3.071, -0.577], [-0.187, 0.696, 1.705], [2.740, 0.588, -4.194], [-0.541, 2.323, 1.047], [1.801, -1.732, -1.654], [-4.213, -2.846, 1.508], [2.770, 2.285, -2.542], [-3.275, -2.874, 2.846], [-2.540, -3.083, 1.098], [0.452, -0.876, 0.219]],
  "lowdin_charge": [-0.02, -0.14, -0.08, -0.82, -0.06, -0.04, 0.02, -0.32, -0.27, -0.03, -0.04, -0.06, 0.06, 0.10, 0.04, 0.13, 0.10, 0.08, 0.03, 0.10, 0.09, 0.02, 0.10]
}

=====

(ii)
{
  "formula": "C9H11O3",
  "method": "ωB97M-V with the def2-TZVPD basis set",
  "homo_energy_ev": -4.40,
  "charge": -1,
  "molar_mass_g_mol": 167.18,
  "orbital_gap_ev": 7.8,
  "e_lumo_ev": 3.39,
  "elements": ["O", "O", "O", "C", "C", "C", "C", "C", "C", "C", "C", "C", "H", "H", "H", "H", "H", "H", "H", "H", "H", "H", "H"],
  "coordinates": [[-0.401, -1.512, -0.506], [-2.615, -0.454, -0.805], [-2.344, -0.643, -3.019], [0.140, 0.586, 0.474], [-4.436, -1.291, -2.086], [-3.020, -0.724, -1.997], [3.397, 1.941, 1.879], [2.384, 1.039, 1.212], [2.700, -0.277, 0.920], [1.052, 1.422, 1.085], [1.768, -1.152, 0.354], [0.487, -0.713, 0.046], [-0.891, 0.895, 0.350], [2.966, 2.929, 2.054], [2.082, -2.169, 0.188], [-4.578, -1.707, -3.076], [4.234, 2.118, 1.201], [0.674, 2.327, 1.543], [3.819, 1.576, 2.813], [-4.607, -2.008, -1.280], [3.669, -0.652, 1.245], [-1.335, -1.054, -0.632], [-5.145, -0.477, -1.964]],
  "lowdin_charge": [0.03, -0.10, -0.02, -0.01, -0.04, -0.72, -0.08, -0.32, -0.08, -0.07, -0.03, -0.36, 0.10, 0.06, 0.10, 0.06, 0.07, 0.10, 0.06, 0.07, 0.10, 0.03, 0.06]
}

=====

Most stable structure: (ii)

=====

(i)
{
  "formula": "C9H11O3",
  "method": "ωB97M-V with the def2-TZVPD basis set",
  "homo_energy_ev": -3.24,
  "charge": -1,
  "molar_mass_g_mol": 167.18,
  "orbital_gap_ev": 6.7,
  "e_lumo_ev": 3.50,
  "elements": ["O", "O", "O", "C", "C", "C", "C", "C", "C", "C", "C", "C", "H", "H", "H", "H", "H", "H", "H", "H", "H", "H", "H"],
  "coordinates": [[1.885, 0.929, 0.688], [-0.188, 4.478, 2.469], [1.075, 2.653, 2.525], [0.413, -1.033, 0.955], [1.385, -0.410, -1.213], [0.636, -1.496, -1.724], [-0.709, 2.755, 0.842], [-1.274, -3.047, -1.814], [-0.357, -2.171, -1.040], [0.021, 3.344, 1.924], [-0.484, -1.928, 0.394], [1.329, -0.135, 0.232], [-0.714, -3.778, -2.267], [1.963, 0.212, -1.757], [-1.523, -2.369, -2.725], [1.637, 2.155, 1.859], [0.608, -1.491, -2.747], [-0.076, 3.039, -0.063], [-2.153, -3.290, -1.199], [-1.296, -2.376, 1.064], [-0.690, 1.567, 0.869], [0.215, -0.701, 1.995], [-1.701, 3.094, 0.734]],
  "lowdin_charge": [-0.16, -0.01, 0.01, -0.08, -0.01, -0.10, -0.02, -0.10, -0.35, -0.53, -0.08, -0.45, 0.03, 0.05, 0.10, 0.07, 0.06, 0.13, 0.07, 0.11, 0.13, 0.09, 0.06]
}

=====

(ii)
{
  "formula": "C9H11O3",
  "method": "ωB97M-V with the def2-TZVPD basis set",
  "homo_energy_ev": -4.21,
  "charge": -1,
  "molar_mass_g_mol": 167.18,
  "orbital_gap_ev": 7.6,
  "e_lumo_ev": 3.41,
  "elements": ["O", "O", "O", "C", "C", "C", "C", "C", "C", "C", "C", "C", "H", "H", "H", "H", "H", "H", "H", "H", "H", "H", "H"],
  "coordinates": [[0.472, 1.801, -0.601], [0.252, 1.120, -2.864], [-1.065, 1.237, -4.667], [-2.031, 1.804, -2.535], [1.803, 0.107, 0.447], [-0.857, 1.365, -3.472], [1.868, -0.994, 1.275], [-0.538, 0.476, 1.058], [0.785, -2.625, 2.820], [-0.512, -0.716, 1.813], [0.566, 0.797, 0.259], [0.723, -1.300, 2.020], [2.624, 0.586, -0.074], [1.718, -2.788, 3.364], [0.266, 1.400, -1.708], [-1.344, -1.337, 2.123], [-2.959, 1.595, -3.068], [-1.920, 2.874, -2.368], [0.889, -3.383, 2.028], [-1.415, 1.109, 1.020], [2.804, -1.534, 1.340], [-2.022, 1.227, -1.614], [-0.109, -2.822, 3.405]],
  "lowdin_charge": [-0.10, 0.00, -0.01, -0.01, -0.02, -0.66, -0.08, -0.03, -0.08, -0.07, -0.39, -0.32, 0.11, 0.06, 0.01, 0.10, 0.06, 0.07, 0.07, 0.10, 0.10, 0.05, 0.06]
}

=====

Most stable structure: (ii)

=====

(i)
{
  "formula": "C11H15N",
  "method": "ωB97M-V with the def2-TZVPD basis set",
  "homo_energy_ev": [-13.04, -13.44],
  "charge": 1,
  "s2": 0.771,
  "molar_mass_g_mol": 161.25,
  "orbital_gap_ev": [9.3, 6.5],
  "e_lumo_ev": [-3.75, -6.98],
  "spin_multiplicity": 2,
  "elements": ["N", "C", "C", "C", "C", "C", "C", "C", "C", "C", "C", "C", "H", "H", "H", "H", "H", "H", "H", "H", "H", "H", "H", "H", "H", "H", "H"],
  "coordinates": [[-0.526, 0.334, -2.710], [0.822, 0.728, 0.621], [-1.390, -1.599, 3.932], [-1.244, -1.987, 0.038], [1.776, 2.401, -0.772], [1.157, 1.964, -1.952], [-1.057, -0.808, -2.107], [0.122, 0.303, -0.516], [1.631, 1.838, 0.514], [-0.795, -0.790, -0.704], [0.237, 0.944, -1.711], [0.019, -1.788, 3.294], [0.565, 0.315, 1.590], [0.395, -2.799, 3.222], [-2.189, -2.317, -0.423], [2.297, 3.361, -0.898], [-0.151, -1.465, 2.240], [-1.872, -2.593, 3.964], [0.725, -1.066, 3.737], [-1.476, -1.529, -2.813], [1.281, 2.305, -2.958], [-0.783, 0.715, -3.605], [-1.968, -0.838, 3.417], [-1.334, -1.542, 5.029], [2.141, 2.188, 1.396], [-1.480, -1.650, 1.059], [-0.434, -2.709, 0.105]],
  "lowdin_spin": [0.13, 0.11, 0.00, 0.04, 0.13, 0.03, 0.24, 0.02, -0.01, 0.23, 0.04, 0.00, 0.00, 0.00, 0.00, 0.01, 0.00, 0.00, 0.00, 0.01, 0.00, 0.00, 0.00, 0.00, 0.00, 0.01, 0.02]
}

=====

(ii)
{
  "formula": "C11H15N",
  "method": "ωB97M-V with the def2-TZVPD basis set",
  "homo_energy_ev": [-13.17, -13.48],
  "charge": 1,
  "s2": 0.780,
  "molar_mass_g_mol": 161.25,
  "orbital_gap_ev": [9.3, 6.3],
  "e_lumo_ev": [-3.89, -7.18],
  "spin_multiplicity": 2,
  "elements": ["N", "C", "C", "C", "C", "C", "C", "C", "C", "C", "C", "C", "H", "H", "H", "H", "H", "H", "H", "H", "H", "H", "H", "H", "H", "H", "H"],
  "coordinates": [[-0.231, 0.974, -1.374], [2.009, -2.108, -1.843], [-1.044, 1.360, 2.074], [1.646, -0.284, 1.479], [-3.100, 2.071, 0.904], [0.991, 0.764, -0.724], [0.824, 0.461, 0.567], [-0.368, 1.051, 0.906], [-2.495, 1.573, -0.287], [-1.151, 1.287, -0.249], [0.511, -2.493, -1.510], [-2.256, 2.078, 2.011], [0.262, -3.599, -1.740], [2.503, -2.885, -2.437], [-0.060, -1.999, -2.227], [2.460, -2.040, -0.885], [-3.199, 1.427, -1.077], [-0.268, 1.693, -2.228], [-4.205, 1.970, 1.182], [1.793, -1.367, 1.311], [-2.765, 2.113, 3.018], [2.224, -1.201, -2.385], [0.515, -2.287, -0.387], [1.159, -0.284, 2.534], [1.910, 0.590, -1.167], [-0.433, 1.044, 2.985], [2.767, 0.091, 1.549]],
  "lowdin_spin": [0.12, 0.00, 0.15, 0.03, 0.16, 0.21, 0.17, 0.04, 0.03, 0.04, 0.00, -0.01, 0.00, 0.00, 0.00, 0.00, 0.00, 0.00, 0.00, 0.01, 0.00, 0.00, 0.00, 0.00, 0.01, 0.00, 0.01]
}

=====

(iii)
{
  "formula": "C11H15N",
  "method": "ωB97M-V with the def2-TZVPD basis set",
  "homo_energy_ev": [-13.27, -13.31],
  "charge": 1,
  "s2": 0.762,
  "molar_mass_g_mol": 161.25,
  "orbital_gap_ev": [9.3, 6.2],
  "e_lumo_ev": [-4.00, -7.10],
  "spin_multiplicity": 2,
  "elements": ["N", "C", "C", "C", "C", "C", "C", "C", "C", "C", "C", "C", "H", "H", "H", "H", "H", "H", "H", "H", "H", "H", "H", "H", "H", "H", "H"],
  "coordinates": [[0.768, 1.429, -1.546], [0.454, -0.757, -0.977], [-1.256, 1.381, 3.685], [-0.949, -0.109, -2.889], [2.680, -0.796, 0.649], [-1.201, -1.484, -3.010], [-0.037, 0.249, -1.858], [-1.755, 1.404, 2.189], [1.717, -0.195, -0.282], [-0.766, -2.422, -2.046], [-0.063, -1.987, -0.969], [1.788, 1.213, -0.616], [3.215, -1.689, 0.324], [-2.904, 1.367, 2.217], [-1.341, 2.218, 1.398], [0.179, -2.798, -0.352], [2.666, 1.901, -0.644], [-0.157, 1.140, 3.755], [3.342, 0.063, 1.112], [-1.662, -1.931, -3.838], [-1.375, 0.503, -3.581], [-1.540, 0.477, 1.566], [-1.402, 2.431, 4.099], [2.304, -1.257, 1.653], [-1.182, -3.323, -2.585], [0.310, 2.351, -1.723], [-1.833, 0.620, 4.270]],
  "lowdin_spin": [0.24, 0.00, 0.00, 0.05, 0.06, 0.05, 0.00, 0.00, 0.29, 0.01, 0.06, 0.16, 0.02, 0.00, 0.00, 0.00, 0.00, 0.00, 0.00, 0.00, 0.00, 0.00, 0.00, 0.02, 0.00, 0.00, 0.00]
}

=====

Most stable structure: (i)

=====

(i)
{
  "formula": "CH5PS",
  "method": "ωB97M-V with the def2-TZVPD basis set",
  "homo_energy_ev": -9.11,
  "molar_mass_g_mol": 80.09,
  "orbital_gap_ev": 10.0,
  "e_lumo_ev": 0.90,
  "elements": ["S", "P", "C", "H", "H", "H", "H", "H"],
  "coordinates": [[0.983, -1.036, -0.481], [1.573, 0.966, -0.325], [-0.868, -0.558, 0.007], [-1.206, 0.252, -0.604], [-0.811, -0.516, 1.055], [1.147, 1.061, 0.779], [0.403, 1.459, -0.537], [-1.222, -1.628, 0.107]],
  "lowdin_charge": [0.34, 0.49, -0.39, 0.01, -0.01, -0.28, -0.21, 0.03]
}

=====

(ii)
{
  "formula": "CH5PS",
  "method": "ωB97M-V with the def2-TZVPD basis set",
  "homo_energy_ev": -8.98,
  "molar_mass_g_mol": 80.09,
  "orbital_gap_ev": 9.1,
  "e_lumo_ev": 0.12,
  "elements": ["S", "P", "C", "H", "H", "H", "H", "H"],
  "coordinates": [[-2.071, 0.237, -0.116], [-0.018, -0.979, 0.290], [1.106, 0.485, 0.189], [0.862, 1.005, -0.697], [2.132, 0.392, 0.317], [0.899, 0.956, 1.101], [-0.071, -1.183, -1.004], [-2.838, -0.911, -0.080]],
  "lowdin_charge": [0.20, 0.62, -0.42, 0.01, 0.01, 0.00, -0.20, -0.23]
}

=====

Most stable structure: (ii)

=====

(i)
{
  "formula": "C4H7O2S",
  "method": "ωB97M-V with the def2-TZVPD basis set",
  "homo_energy_ev": -3.05,
  "charge": -1,
  "molar_mass_g_mol": 119.16,
  "orbital_gap_ev": 6.3,
  "e_lumo_ev": 3.28,
  "elements": ["S", "O", "O", "C", "C", "C", "C", "H", "H", "H", "H", "H", "H", "H"],
  "coordinates": [[-2.542, -1.365, -0.728], [-3.393, -1.021, -1.916], [-3.354, -2.121, 0.265], [0.897, 1.571, 2.174], [1.051, 0.945, 0.933], [1.326, 0.544, -0.151], [1.297, -0.115, -1.451], [0.972, -1.016, -1.133], [1.682, 1.183, 2.835], [-1.708, -2.608, -1.518], [2.269, -0.178, -1.915], [0.592, 0.268, -2.145], [0.940, 2.685, 2.097], [-0.029, 1.226, 2.651]],
  "lowdin_charge": [0.48, -0.70, -0.67, -0.14, -0.15, -0.08, -0.09, 0.03, 0.08, -0.08, 0.07, 0.07, 0.09, 0.08]
}

=====

(ii)
{
  "formula": "C4H7O2S",
  "method": "ωB97M-V with the def2-TZVPD basis set",
  "homo_energy_ev": -3.93,
  "charge": -1,
  "molar_mass_g_mol": 119.16,
  "orbital_gap_ev": 7.7,
  "e_lumo_ev": 3.77,
  "elements": ["S", "O", "O", "C", "C", "C", "C", "H", "H", "H", "H", "H", "H", "H"],
  "coordinates": [[-1.232, -1.124, 0.604], [-2.249, 1.356, 0.379], [-3.473, -0.200, -0.668], [1.563, -0.685, 0.826], [-2.581, 0.267, -0.008], [0.282, -0.012, 0.438], [0.443, 0.445, -1.066], [1.349, -1.377, 1.585], [2.243, 0.064, 1.229], [0.117, 0.870, 0.985], [0.057, -0.254, -1.725], [2.026, -1.241, -0.099], [-0.059, 1.309, -1.259], [1.514, 0.582, -1.223]],
  "lowdin_charge": [0.71, -0.06, -0.06, -0.18, -0.95, -0.70, -0.13, 0.02, 0.07, 0.06, 0.04, 0.11, 0.03, 0.06]
}

=====

Most stable structure: (ii)